26
Properties=species:S:1:pos:R:3:lowdin_charge:R:1 method="wB97M-V/def2-TZVPD" molar_mass_g_mol=192.264 e_above_lowest_kcal_mol=109.2 homo_energy_ha="-0.4906 / -0.4684" fmax_ev_per_a=5.10 charge=+1 gap_ha="0.2890 / 0.2296"
S 0.458 1.453 -0.130 0.8257
O 0.049 1.247 1.291 -0.4016
O 0.553 0.229 -0.881 -0.3747
N -0.596 -1.990 0.712 0.0407
N 1.970 2.186 -0.165 -0.3552
N -3.000 -1.781 -0.370 0.0899
C -2.065 -2.355 -1.234 -0.1146
C 2.849 2.074 -1.293 -0.0755
C -2.937 -1.263 0.780 -0.0324
C -1.586 -1.253 1.429 -0.1245
C -0.891 -2.896 -0.302 -0.1171
C 1.943 3.446 0.694 -0.0299
H 1.875 4.349 0.113 0.0874
H 3.024 3.405 1.199 0.1527
H 0.296 -1.529 0.569 0.1247
H 3.631 1.398 -1.005 0.1009
H -1.959 -1.644 -2.119 0.1615
H 2.356 1.827 -2.171 0.0662
H 3.274 3.095 -1.486 0.1179
H 0.006 -3.078 -0.876 0.1396
H -3.837 -1.064 1.289 0.1284
H -2.493 -3.276 -1.663 0.1386
H -1.287 -3.701 0.291 0.1405
H 1.222 3.038 1.336 0.0236
H -1.711 -1.749 2.409 0.1583
H -1.145 -0.169 1.582 0.1287